[1]
15
Properties=species:S:1:pos:R:3:forces:R:3:nbo_charge:R:1 method="wB97M-V/def2-TZVPD" gap_ha=0.3645 charge=0 total_energy_ev=-27913.45855 relative_energy_kcal_mol=55.6 smiles="NP(=O)=S.CCO"
H 0.7148 1.7042 0.0995 -1.265 1.436 0.456 0.2193
H 2.2855 -0.8718 -0.2098 -1.809 0.645 0.795 0.1579
H -1.4372 -1.9227 0.8883 -0.590 1.560 0.875 0.4396
P -2.3096 -0.0189 0.1067 0.491 2.420 0.820 1.8719
C 1.2627 -0.3236 -0.0792 3.471 0.570 -3.834 -0.0401
N -1.7187 -0.9835 1.3007 1.058 -1.101 -0.525 -1.1927
H -1.0761 -0.6578 2.0337 -0.641 -0.009 -0.648 0.4232
O 0.3435 -0.9136 -1.0293 0.047 0.536 -1.257 -0.7659
O -3.0016 -0.7674 -0.8992 -0.773 -1.525 -1.265 -1.0251
S -2.2892 1.9249 0.1265 0.409 -1.452 0.655 -0.5233
H 0.6026 -0.8869 -2.0031 -0.084 0.301 2.185 0.4898
H 1.8101 1.4764 -1.2766 -0.214 -0.065 0.406 0.2072
H 2.4567 1.4855 0.3571 0.186 0.075 0.435 0.2134
C 1.5854 1.2352 -0.2231 0.241 -2.804 -1.385 -0.6357
H 0.7711 -0.4801 0.8078 -0.527 -0.589 2.288 0.1607


[2]
12
Properties=species:S:1:pos:R:3:forces:R:3:nbo_charge:R:1 method="wB97M-V/def2-TZVPD" gap_ha=0.3320 charge=0 total_energy_ev=-8694.12167 relative_energy_kcal_mol=131.2 smiles="C=Nn1cccn1"
N 0.3028 -0.0092 -0.1888 5.664 -1.997 4.618 0.0016
H -2.7798 -0.6851 -0.0194 -0.098 -0.734 0.366 0.2155
H -0.7384 -1.6079 1.1889 1.950 0.786 -0.332 0.2653
C -1.7603 -0.4168 -0.2092 -0.078 -0.329 1.429 -0.2973
H 3.0057 -0.3706 1.9021 -2.523 1.391 -0.692 0.2339
H -2.1217 0.9485 -1.9119 0.663 0.314 0.604 0.2176
C -0.5400 -0.8083 0.4458 -6.269 -0.503 -0.545 -0.1741
C 1.9068 -0.0551 1.5861 -2.516 -0.967 -4.603 -0.1540
N -0.1347 0.6861 -1.0969 -1.680 4.762 -4.237 -0.2278
N 1.6825 0.2034 0.1739 0.552 -2.121 6.488 -0.1896
H 0.8656 -0.3202 2.3066 3.474 0.852 -2.094 0.2018
C -1.4708 0.5923 -1.1034 0.862 -1.454 -1.003 -0.0929


[3]
56
Properties=species:S:1:pos:R:3:forces:R:3:nbo_charge:R:1 method="wB97M-V/def2-TZVPD" gap_ha=0.3253 charge=0 total_energy_ev=-31872.93013 relative_energy_kcal_mol=37.2
H -3.2695 0.7108 0.5357 -0.672 1.053 2.054 0.4813
H -3.3039 -0.9021 -1.1230 -0.121 -0.182 -0.245 0.5063
C -0.4883 2.2243 0.4821 0.048 -0.878 0.687 -0.2242
C 1.5537 3.0157 -0.6947 -0.405 -0.095 0.058 -0.6445
O 3.6758 -0.7211 -1.4257 0.750 -0.341 -2.082 -0.9742
H -0.1564 2.0821 3.1277 0.143 -1.355 0.961 0.5045
H 2.0268 2.4486 -1.4860 0.364 -0.327 -0.148 0.2060
O -2.1718 -0.2531 3.1296 -0.429 -1.146 -0.291 -1.0006
N 1.0853 -1.6095 2.6083 0.924 0.322 -0.019 -0.8529
O -0.0477 1.2768 3.7192 0.076 1.812 -0.188 -0.9653
C 1.2780 -0.3366 0.4338 -1.521 0.407 2.396 -0.4148
H -0.1252 0.1708 -2.7308 0.051 -0.015 -0.049 0.5232
H 0.1518 -1.9261 2.4087 -0.045 -0.144 -0.336 0.3663
H 2.3251 3.5481 -0.1481 0.188 0.250 -0.048 0.2157
C 1.8669 -1.3891 1.3612 -0.578 -0.795 0.642 -0.2270
H 1.5613 -0.4894 -0.5438 0.704 -0.289 -2.234 0.2035
H -0.9756 1.4915 1.1379 0.277 0.162 -0.026 0.2038
H -2.4370 3.0017 0.2170 0.105 -0.047 -0.339 0.2605
O -3.5520 1.2212 1.3722 -1.725 1.643 -5.265 -1.0059
H -2.0303 -0.0519 -1.2020 0.789 0.555 -0.926 0.5179
O -2.1623 -2.1903 -2.6370 -0.552 -2.143 -0.620 -0.9895
O -1.1175 0.2645 -2.6809 0.144 0.825 -0.433 -1.0210
H 1.9043 -2.3792 0.8713 0.084 0.418 0.031 0.1973
H -1.7861 -1.3377 -2.8151 0.627 1.186 -0.585 0.5018
H -1.2861 3.2714 -1.1628 -0.366 -0.005 -0.385 0.2009
H -1.3038 1.0532 -3.2245 -0.024 -0.562 0.393 0.4956
H 3.7556 -0.4945 -0.5174 0.497 0.342 1.192 0.4886
H -1.0452 -2.8984 -1.4613 -1.858 0.745 -1.709 0.4843
H -1.3999 0.2215 3.4161 0.665 0.599 0.395 0.4864
H 0.9728 -0.7610 3.1545 0.208 0.024 -0.161 0.3608
H 2.9055 -1.1218 1.6325 -0.316 -0.140 0.024 0.1711
H 1.5453 1.1099 2.0425 0.079 0.057 -1.458 0.2264
H 0.8943 3.7024 -1.1991 -0.154 0.478 -0.001 0.2152
O -1.6041 -2.0528 1.2067 1.771 0.747 -0.076 -0.9881
H 2.7545 1.2610 0.7486 -0.717 -0.009 -0.150 0.1895
O 1.7016 -2.6359 -2.4255 1.560 0.297 0.078 -0.9968
C 1.6608 1.0935 0.9060 0.174 -1.443 1.573 -0.4394
H -1.8062 -0.9359 2.5254 -0.405 0.429 0.415 0.4802
H -1.1918 4.2264 0.2740 0.063 0.108 0.081 0.2121
C 0.8134 2.1113 0.2454 0.207 0.854 -0.233 0.0112
H -2.2521 -2.6639 1.4703 -1.555 -1.214 0.333 0.4933
H 4.5499 -0.6612 -1.8800 -0.941 0.009 0.904 0.4958
H 1.5810 -1.0375 -3.0155 -0.376 -0.230 -0.162 0.5112
H 0.1517 -0.4797 0.4336 1.262 0.422 0.128 0.1980
C -1.4110 3.2202 -0.0882 -0.363 0.708 -0.019 -0.6710
O -2.6813 -0.3966 -0.5973 -0.588 -0.421 0.904 -0.9737
O -0.3865 -3.2163 -0.8926 1.885 -1.004 1.450 -0.9900
H 2.5019 -2.4517 -1.8734 -0.939 -0.242 -0.612 0.4897
H 2.0902 0.2314 -2.5374 2.334 1.431 2.072 0.4798
H -3.1703 0.8039 2.0698 1.869 -2.219 3.371 0.4799
O 1.4543 -0.0635 -3.1186 -2.085 -1.111 -1.997 -0.9782
H -1.8977 -2.7901 -3.3699 -0.354 0.749 0.628 0.4885
H -0.1098 1.6106 4.6332 0.039 -0.116 -0.535 0.4909
H -0.6283 -2.8064 -0.0512 0.191 -0.171 0.344 0.4936
H -1.9610 -1.4355 0.5425 -0.638 0.160 -0.227 0.5180
H 0.9972 -2.8839 -1.8041 -0.352 -0.147 0.443 0.5080


[4]
79
Properties=species:S:1:pos:R:3:forces:R:3:mulliken_spin:R:1 method="wB97M-V/def2-TZVPD" gap_ha="0.2675 / 0.2195" multiplicity=6 charge=+2 total_energy_ev=-121143.62840 relative_energy_kcal_mol=24.7
C 2.0433 -4.4812 1.3609 -0.010 0.045 -0.005 0.0058
C 0.9155 5.0198 -2.3872 -0.016 0.011 0.010 -0.0019
C -5.3848 -3.0994 0.5467 -0.013 -0.003 -0.011 -0.0058
C -5.8106 -0.1652 0.2125 -0.018 0.001 0.047 -0.0026
O 0.8017 2.2313 1.5504 0.037 0.205 -0.009 0.0472
C 1.0370 5.1368 0.4383 -0.014 -0.027 0.004 0.0027
C 0.7609 3.8953 -1.6072 -0.009 -0.022 0.006 0.0048
Fe 0.8943 0.2161 0.8611 0.410 -0.053 -0.083 3.8554
C 3.4603 -1.1177 0.4446 -0.025 0.067 -0.013 0.0489
N 5.1491 0.8626 -0.0607 0.089 0.062 -0.006 0.0033
C 0.4979 -2.7301 1.8294 -0.064 -0.035 0.051 -0.0104
N 4.6231 -1.4614 -0.0236 0.006 -0.057 -0.039 0.0054
C -7.3530 -4.3628 1.1120 -0.009 -0.007 0.002 -0.0003
H -4.6593 1.9798 3.5450 0.009 -0.004 -0.002 -0.0099
H 3.8892 -3.7774 0.4681 -0.005 -0.011 -0.002 -0.0001
H 0.1234 -4.7784 2.2987 0.004 -0.008 0.003 -0.0005
H -6.5516 -0.6162 -0.4439 0.009 0.013 -0.017 -0.0001
N 3.6586 2.3479 0.8310 0.035 -0.023 -0.029 0.0026
H -7.4261 -5.1429 3.1052 -0.001 0.000 0.002 0.0000
C -7.5794 3.5430 4.2390 -0.009 0.011 -0.007 0.0004
H -8.5760 4.9362 2.9491 -0.002 0.001 0.001 0.0000
H 2.8762 2.5157 1.4451 0.023 0.016 -0.030 -0.0010
C -6.7724 4.1854 2.0690 0.010 -0.018 -0.018 0.0009
C -5.5265 2.6165 3.4020 0.007 0.013 -0.002 0.0148
H -8.3198 3.6190 5.0236 -0.002 0.001 0.001 0.0001
H 1.0835 5.1736 1.5188 0.004 -0.005 0.005 0.0008
C 3.9586 1.0973 0.4643 -0.046 -0.036 -0.078 -0.0003
C -4.5931 -2.2777 -0.4361 0.000 -0.018 -0.003 0.0269
C 0.8206 3.9397 -0.2231 0.044 0.093 0.110 0.0052
N -4.5199 1.8525 0.6711 0.072 -0.025 0.066 -0.0074
H -6.1349 -0.3140 1.2451 -0.024 -0.010 -0.019 -0.0001
N 0.4658 1.6304 -0.5657 0.045 0.044 0.145 0.0900
N 3.0145 0.1328 0.6471 -0.059 -0.090 0.190 0.0786
H 4.3858 3.0383 0.7449 0.004 -0.006 0.020 -0.0001
H -7.0058 -3.4759 -0.8102 -0.002 0.002 -0.002 0.0003
N -4.5337 -0.8718 0.0124 0.082 0.078 -0.009 -0.0055
H 7.2071 0.0549 -1.1843 0.000 -0.001 0.002 -0.0001
H -5.2311 -4.2081 3.7444 0.002 0.000 0.001 0.0000
H -4.9368 3.8398 0.2669 0.024 0.016 0.004 0.0026
H -3.6491 3.5750 1.4478 -0.020 -0.005 0.038 -0.0040
H -6.8861 4.7667 1.1613 0.001 0.002 -0.003 0.0001
H -8.3101 -4.7787 0.8285 -0.001 -0.001 -0.001 0.0000
S -1.8595 -0.8796 0.2986 -0.023 -0.110 0.058 0.4820
C -3.4309 -0.2784 0.3638 0.031 0.125 -0.075 -0.0607
C 0.8218 -4.0728 1.8729 0.016 -0.002 -0.008 -0.0048
C -4.8862 -3.3109 1.8300 -0.004 0.021 0.006 0.0014
O 1.5893 1.6838 -2.8239 0.000 0.026 -0.007 0.0013
C 1.1335 6.2233 -1.7218 -0.001 -0.006 -0.012 0.0026
S 0.4687 2.2278 -2.1274 -0.042 -0.158 0.060 -0.0005
C 0.6838 2.5851 0.3384 -0.149 -0.083 -0.120 -0.1031
H 1.3600 7.2346 0.1510 0.001 -0.001 0.003 0.0001
H -6.5380 1.8437 0.1870 0.002 -0.002 0.001 -0.0002
C -6.4799 2.7088 4.4020 0.003 -0.007 0.010 0.0034
H 6.8142 -1.6444 -1.1463 0.001 0.000 0.005 -0.0004
H -5.0594 -2.2818 -1.4221 0.011 0.002 -0.003 0.0003
C -3.4823 1.1088 0.9121 -0.017 0.005 -0.006 -0.0250
H 0.8744 4.9730 -3.4666 0.000 -0.004 -0.005 -0.0001
H -3.9173 -2.9078 2.1075 0.007 -0.003 0.002 0.0024
C -5.6403 1.3001 -0.1037 -0.034 -0.003 0.004 0.0008
C 2.9131 -3.5263 0.8557 -0.004 0.006 0.027 -0.0021
C -5.6207 -4.0404 2.7493 0.004 -0.002 0.010 0.0000
C 1.1901 6.2823 -0.3323 0.001 0.023 0.005 -0.0004
C -7.7239 4.2826 3.0759 -0.007 -0.005 0.014 -0.0003
N 1.3227 -1.8058 1.3266 -0.139 0.083 -0.076 -0.0259
H 2.3215 -5.5262 1.3664 0.004 -0.003 0.005 0.0000
C 2.5256 -2.2007 0.8697 0.021 0.006 -0.018 -0.0144
C 5.4290 -0.4085 -0.3413 -0.090 0.024 0.034 -0.0030
H -0.4491 -2.3750 2.2158 0.024 -0.017 -0.028 0.0037
S -2.0767 1.5171 1.7557 -0.126 -0.103 -0.102 0.5877
H -5.4457 1.4728 -1.1650 -0.016 -0.005 -0.002 -0.0009
C -6.8556 -4.5673 2.3891 -0.003 -0.001 0.001 0.0008
C -5.6712 3.3544 2.2295 0.006 0.007 -0.002 -0.0160
H 1.2640 7.1302 -2.2965 0.000 0.000 -0.005 0.0001
N 6.5775 -0.6900 -0.9392 0.032 -0.004 -0.024 0.0027
C -4.6406 3.2476 1.1341 -0.025 0.017 -0.034 0.0246
H -3.5670 -2.6261 -0.5409 -0.017 -0.026 0.005 -0.0077
H -6.3620 2.1406 5.3148 0.000 0.000 0.001 0.0001
O -0.8480 2.0982 -2.6691 -0.052 -0.011 -0.023 0.0040
C -6.6196 -3.6256 0.1916 0.015 -0.006 -0.019 0.0010


[5]
80
Properties=species:S:1:pos:R:3:forces:R:3:lowdin_charge:R:1 method="wB97M-V/def2-TZVPD" gap_ha=0.3096 charge=0 total_energy_ev=-176864.83824 relative_energy_kcal_mol=24.5
H 1.2347 -1.6902 -4.3416 0.000 -0.001 -0.005 0.0932
H 4.3442 -0.6298 -2.2315 0.039 0.013 -0.016 0.1218
N 0.0162 -0.8890 4.5605 -0.076 -0.094 -0.093 -0.0464
Cl 3.0710 3.1694 -2.2998 0.033 -0.068 -0.018 0.2868
N -0.2480 -1.7925 -2.0385 -0.145 -0.222 -0.162 0.0563
H 0.3044 -3.3849 3.3819 -0.026 0.024 -0.034 0.1179
H -1.7880 -5.1775 -3.0459 0.011 0.026 0.003 0.1109
B 0.0751 -0.5861 3.0549 0.023 0.036 -0.107 -0.6506
C -1.2755 1.7900 -2.6593 -0.165 -0.141 0.139 -0.1639
C 3.3553 -1.0996 -2.2259 -0.097 0.061 -0.022 -0.1905
N -0.7722 0.6860 2.7943 0.065 -0.074 -0.113 0.0159
H -1.4605 2.0151 -3.7108 0.016 0.020 -0.064 0.1344
H -3.7898 2.5346 -2.4766 0.023 0.018 0.008 0.1079
H 4.1433 -2.2423 -3.9026 -0.005 -0.002 -0.009 0.1074
H -2.8281 -3.0341 -3.7806 0.021 -0.014 0.009 0.1135
H 3.0602 0.7372 -4.1192 0.016 0.014 -0.017 0.1074
K 0.3265 0.1482 -0.2450 0.364 -0.020 -0.930 0.7189
C -0.2893 -3.0918 2.5311 -0.052 0.112 -0.004 -0.0931
Ge 1.8875 4.2287 -0.8897 0.153 0.109 -0.176 -0.3389
H -2.9070 3.0188 3.5809 0.027 -0.034 -0.031 0.0917
C -0.9821 3.7519 -1.0407 -0.006 0.074 -0.150 -0.3461
O 2.3543 -0.0907 -2.3589 0.035 0.040 0.055 -0.2406
H -3.3561 5.8361 0.2147 0.002 -0.008 0.004 0.0784
H -1.3342 1.1507 4.7922 -0.013 0.008 -0.061 0.1142
C -2.2395 2.3096 3.1200 -0.015 0.037 -0.090 -0.0519
C -0.2069 -4.1850 -1.9829 -0.011 0.007 -0.016 -0.0571
C -1.0126 -3.8516 1.6423 -0.042 0.043 -0.058 -0.0663
H -1.8235 0.2423 -1.4075 -0.279 -0.109 -0.031 0.0673
H 2.5324 -1.6648 4.1299 -0.005 0.025 -0.013 0.1200
C -1.3466 -4.2286 -2.7664 -0.056 -0.002 -0.023 -0.0547
C -2.9265 5.0363 -0.3711 -0.008 -0.076 -0.079 -0.2407
Cl 1.8264 6.2283 -1.5729 0.037 0.100 -0.059 0.2169
C 2.2181 0.1345 -3.7573 0.036 -0.103 0.092 -0.2284
C 0.2916 -2.9405 -1.6339 -0.021 0.115 -0.063 -0.1568
C 3.7844 -0.7092 2.5485 -0.024 0.021 -0.056 -0.0611
H 2.5739 -1.2548 -5.4084 0.012 0.003 0.028 0.1118
C 3.1817 -2.0389 -3.4328 0.004 0.025 -0.030 -0.1378
C -1.3400 -1.8367 -2.8073 0.117 0.114 0.024 -0.2688
H -2.8146 -0.7042 -3.8405 -0.068 0.023 0.017 0.1145
C -3.7256 4.2409 -1.1747 0.041 0.023 0.019 -0.7377
H -0.1905 1.7067 -2.5450 0.065 -0.023 0.017 0.0872
C -1.6290 -2.8988 0.8113 0.036 -0.022 -0.002 -0.1851
C -1.9877 2.1067 1.7524 -0.005 -0.013 0.045 -0.1538
H 3.2174 -1.5838 -1.2593 -0.014 0.002 0.003 0.1095
C -1.8034 2.9483 -1.8362 -0.066 -0.083 -0.074 -0.1334
H -1.6009 -1.9902 7.0367 0.042 0.037 -0.029 0.0961
N -2.0066 0.5558 -2.3511 0.144 0.088 -0.233 -0.0326
I -0.5179 5.8578 1.1368 0.111 -0.024 0.140 0.9933
C -1.8626 -0.5174 -3.3385 0.086 0.025 0.146 -0.1423
H 1.1675 -2.8637 -0.9942 -0.059 0.002 0.013 0.1179
N -1.3018 -1.6618 1.1501 0.127 -0.282 0.348 0.0287
C 2.6544 -1.0319 3.2666 -0.116 0.037 -0.062 -0.0946
H 1.5203 0.4145 5.3132 -0.013 -0.034 -0.003 0.1242
C -1.9292 -3.0373 -3.1772 -0.019 -0.077 -0.021 -0.0174
C 3.3098 0.1399 1.5370 -0.004 -0.009 -0.001 -0.1789
C 0.1526 -0.6089 6.7466 -0.084 -0.055 0.028 -0.0729
C 2.2357 -1.2602 -4.3722 0.025 -0.038 0.001 -0.1424
N -1.1039 1.1401 1.5550 -0.389 0.477 0.823 -0.0366
H -2.2866 -3.0585 -0.0319 0.015 -0.010 0.027 0.1005
N -0.9928 -1.6313 5.0822 0.232 0.178 0.070 0.0864
H -1.1631 -0.1983 -4.1204 0.021 -0.001 0.000 0.1192
O 0.3433 3.4146 -1.0169 -0.309 -0.157 0.337 -0.3060
H 4.7952 -1.0310 2.7349 -0.034 0.011 -0.010 0.0892
C -0.9051 -1.4737 6.3911 -0.038 -0.038 0.040 -0.1644
N 1.5986 -0.3933 2.7126 -0.023 0.044 -0.088 -0.0065
Cl 2.7958 3.9495 0.9885 -0.042 0.032 0.044 0.2494
I -5.7697 4.6143 -1.2896 -0.056 0.006 0.002 0.8864
H -2.4349 2.6076 0.9061 0.031 -0.029 0.061 0.0874
H 2.7484 -2.9948 -3.1414 -0.006 0.017 -0.002 0.0948
H 0.4618 -0.2961 7.7301 -0.017 -0.019 -0.036 0.0868
C 0.7066 -0.2540 5.5440 -0.068 -0.032 -0.088 -0.1177
H 1.2977 0.6901 -3.9283 -0.020 -0.007 0.018 0.1037
C -1.5659 4.7785 -0.2911 0.085 -0.069 -0.002 -0.6439
H 3.8613 0.6310 0.7466 -0.028 -0.008 0.042 0.0999
N 1.9972 0.3192 1.6331 0.451 -0.035 0.607 -0.0443
H -1.1020 -4.9250 1.6175 -0.008 0.038 -0.004 0.0883
C -3.1701 3.1933 -1.8819 -0.008 -0.035 -0.013 -0.1019
C -1.4462 1.3804 3.7446 0.028 -0.144 -0.093 -0.0609
N -0.4781 -1.7887 2.2298 -0.037 0.116 0.100 -0.0002
H 0.2699 -5.0853 -1.6207 -0.001 0.012 -0.018 0.1115


[6]
12
Properties=species:S:1:pos:R:3:forces:R:3:nbo_charge:R:1 method="wB97M-V/def2-TZVPD" gap_ha=0.0700 charge=+1 total_energy_ev=-30292.89951 relative_energy_kcal_mol=92.4
N 3.0620 2.1678 -1.3417 0.189 -0.279 -0.101 0.7051
O -1.2663 -1.9026 0.5060 -1.470 -1.304 -0.270 -1.0490
O 2.3899 1.2337 -0.8238 -0.022 0.209 -0.097 -0.6018
O 2.8944 2.4504 -2.5502 -0.111 0.013 0.218 -0.5668
O -1.8199 0.4214 0.8921 -1.184 -0.628 -0.585 -0.9439
Rb -1.6221 -4.5341 1.6860 0.368 0.370 0.449 0.9963
O 0.3563 -0.2552 0.3940 0.217 -0.130 -0.273 -0.7279
O 3.9042 2.7785 -0.6595 -0.257 -0.045 -0.098 -0.5337
O -0.6036 -0.7438 2.4917 -0.467 -0.944 -0.408 -0.8257
Rb -4.2571 1.9504 0.4187 0.544 0.074 0.161 0.9980
Cl -0.8138 -0.6166 1.0760 1.765 2.158 1.121 2.5534
Rb -2.2239 -2.9498 -2.0892 0.428 0.507 -0.116 0.9961